(1)
Density functional theory data (ωB97M-V with the def2-TZVPD basis set) for a structure of composition C31H26F3N9O9PSW in a non-equilibrium geometry.

```
81
Properties=species:S:1:pos:R:3:forces:R:3:lowdin_charge:R:1
W 0.070 -0.774 1.120 0.3 0.0 0.3 1.52
O 3.327 -3.350 1.676 0.0 0.0 0.0 0.16
C 2.659 -2.425 1.306 0.0 0.0 -0.1 -0.42
N 1.362 -2.465 0.794 -0.2 -0.2 0.1 -0.06
C 0.981 -3.544 0.049 0.0 0.0 0.0 -0.48
O 1.647 -4.487 -0.319 0.0 0.0 0.0 0.10
C -0.433 -3.401 -0.441 -0.1 0.1 0.0 -0.24
C -1.082 -4.457 -1.053 0.1 0.1 0.0 0.03
C -2.371 -4.262 -1.516 -0.1 0.0 0.0 -0.02
C -2.952 -3.008 -1.382 0.0 0.0 0.0 -0.02
C -2.240 -2.002 -0.759 0.1 0.0 -0.1 -0.14
N -1.000 -2.194 -0.287 0.0 0.1 0.1 -0.11
C 3.182 -1.021 1.250 0.0 0.1 0.0 -0.18
C 4.463 -0.708 1.662 0.0 0.0 0.0 0.04
C 4.903 0.594 1.505 0.0 0.0 0.0 -0.01
C 4.050 1.524 0.928 0.0 0.0 0.0 -0.01
C 2.776 1.128 0.564 0.1 0.0 0.0 -0.13
N 2.340 -0.123 0.722 -0.2 -0.1 0.2 0.01
H -0.561 -5.401 -1.136 0.0 0.0 0.0 0.13
H -2.921 -5.075 -1.972 0.0 0.0 0.0 0.12
H -3.956 -2.809 -1.730 0.0 0.0 0.0 0.12
H -2.668 -1.019 -0.615 0.0 0.0 0.0 0.11
H 5.077 -1.488 2.090 0.0 0.0 0.0 0.13
H 5.896 0.883 1.823 0.0 0.0 0.0 0.12
H 4.356 2.549 0.774 0.0 0.0 0.0 0.12
H 2.076 1.829 0.135 0.0 0.0 0.0 0.09
O -0.539 0.367 4.596 0.1 -0.1 0.1 0.13
C 0.132 0.630 3.635 0.0 0.3 0.0 -0.57
O 0.877 -0.206 2.931 -0.2 -0.2 -0.4 -0.21
C 0.224 2.037 3.091 -0.1 0.0 -0.1 -0.03
C 0.386 3.114 3.937 -0.1 0.1 -0.1 0.10
C 0.508 4.391 3.402 -0.3 -0.1 0.0 -0.11
C 0.441 4.630 2.049 -0.1 -0.1 0.1 0.09
C 0.230 3.547 1.212 -0.1 -0.1 -0.2 -0.06
C 0.133 2.223 1.698 -0.1 0.1 0.1 -0.26
O -0.038 1.206 0.877 0.0 0.2 -0.1 -0.33
N 0.146 3.828 -0.227 0.3 -0.1 0.0 -0.33
O -0.398 3.011 -0.963 -0.1 0.1 0.1 0.02
O 0.663 4.847 -0.632 -0.1 0.0 0.1 0.10
N 0.705 5.534 4.306 1.3 -0.1 -0.1 -0.35
O 0.868 6.622 3.793 -0.4 0.1 0.0 0.09
O 0.850 5.286 5.483 -0.4 0.1 0.1 0.10
H 0.421 2.967 5.007 0.0 0.0 0.0 0.15
H 0.534 5.630 1.654 0.0 0.0 0.0 0.14
F -3.371 -2.976 4.757 0.0 0.0 0.0 0.16
C -4.123 -2.750 3.678 0.0 0.0 0.0 -0.60
F -4.030 -3.835 2.884 0.0 0.0 0.0 0.14
F -5.398 -2.655 4.075 0.0 0.0 0.0 0.15
C -3.685 -1.515 2.938 0.1 0.0 0.0 -0.09
C -4.548 -0.470 2.699 -0.1 0.0 0.0 0.03
C -4.120 0.644 1.972 0.0 0.0 0.0 -0.02
C -2.832 0.665 1.496 0.0 -0.1 0.1 -0.10
N -1.987 -0.349 1.743 0.1 0.0 -0.1 -0.13
C -2.371 -1.421 2.461 0.2 0.1 0.0 -0.62
S -1.031 -2.487 2.625 0.1 0.0 -0.1 0.84
H -5.561 -0.520 3.075 0.0 0.0 0.0 0.13
H -4.783 1.476 1.786 0.0 0.0 0.0 0.11
H -2.436 1.486 0.912 0.0 0.0 0.0 0.12
C 2.134 -0.270 -4.499 0.0 0.0 0.0 -0.10
N 0.977 -1.258 -4.283 0.0 0.0 0.1 -0.06
C -0.262 -0.683 -4.989 0.0 0.0 0.0 -0.11
N -0.560 0.618 -4.516 0.1 0.0 0.0 -0.14
C 0.585 1.508 -4.712 0.0 0.1 0.0 -0.14
N 1.785 1.022 -4.035 0.0 0.0 0.0 -0.14
C 1.665 1.091 -2.574 0.1 0.0 0.0 -0.29
P 0.254 0.085 -1.911 0.0 -0.3 0.2 1.07
C 0.703 -1.487 -2.822 0.0 0.1 -0.1 -0.23
C -1.035 0.635 -3.127 0.0 0.0 0.0 -0.28
H 2.317 -0.262 -5.574 0.0 0.0 0.0 0.15
H 2.997 -0.673 -3.971 0.0 0.0 0.0 0.15
H 1.221 -2.152 -4.712 0.0 0.0 0.0 0.18
H -1.080 -1.379 -4.807 0.0 0.0 0.0 0.15
H -0.013 -0.662 -6.051 0.0 0.0 0.0 0.15
H 0.336 2.496 -4.328 0.0 0.0 0.0 0.15
H 0.788 1.587 -5.782 0.0 0.0 0.0 0.14
H 1.531 2.131 -2.281 0.0 0.0 0.0 0.09
H 2.592 0.734 -2.120 0.0 0.0 0.0 0.09
H -0.112 -2.209 -2.761 0.0 0.0 0.0 0.09
H 1.590 -1.944 -2.377 0.0 0.0 0.0 0.11
H -1.360 1.643 -2.872 0.0 0.0 0.0 0.09
H -1.903 -0.023 -3.035 0.0 0.0 0.0 0.09
```
Positions in Å, forces in eV/Å.

The total energy comes out at -94501.49928 eV. The relative energy (zero: lowest compared OMol25 entry of this formula, charge and spin) comes out at 66.0 kJ/mol. For the molar mass, the calculation gives 972.48 g/mol. The net charge is +1. For the LUMO energy (alpha / beta), the calculation gives -3.3 / -3.5 eV. The value obtained for the max |F| is 0.024 hartree/bohr.

---

(2)
Density functional theory data (ωB97M-V with the def2-TZVPD basis set) for a cluster of 2 separate species, C18H21N4O7 in total in a non-equilibrium geometry.

```
50
Properties=species:S:1:pos:R:3:forces:R:3:lowdin_charge:R:1
O -1.065 -2.364 -3.244 -1.1 -1.1 1.2 0.10
O 1.045 7.018 1.606 0.3 0.2 0.2 0.02
O 0.299 2.946 -1.062 -0.5 0.9 0.0 -0.09
O 4.117 4.911 0.012 -0.3 -0.1 0.0 0.02
O 1.381 1.055 -0.625 0.1 0.4 0.5 -0.05
N -1.322 -0.940 -0.792 0.3 0.1 -0.1 0.16
O -2.359 -4.043 -2.484 0.1 0.4 0.6 0.09
O 0.999 -8.171 1.420 0.2 -0.2 0.0 0.04
C -1.695 -2.867 -2.324 1.3 1.6 -1.1 -0.42
C 0.314 6.278 0.960 0.4 0.9 0.5 -0.57
C 1.076 2.237 -0.373 0.4 -1.5 -0.5 -0.72
C 2.933 4.717 -0.266 1.0 0.5 0.4 -0.46
C -1.741 -2.172 -0.992 -0.6 0.1 1.8 -0.20
C -1.456 -0.648 0.550 0.0 -0.3 -1.0 -0.10
C -2.009 -1.715 1.193 0.1 -0.1 -0.6 -0.07
C -1.239 -7.458 0.999 -0.2 0.1 0.0 -0.02
C 0.540 -5.837 1.125 -0.6 0.2 -0.1 -0.02
C -2.161 -6.433 0.764 0.9 0.2 0.1 -0.04
C -0.377 -4.807 0.893 -0.4 -0.5 0.0 -0.01
C 0.110 -7.163 1.183 0.1 0.7 -0.1 -0.33
C -1.743 -5.095 0.714 0.5 -0.3 0.0 -0.20
N 2.472 4.791 -1.521 -0.9 0.2 -0.5 0.03
N -2.210 -2.687 0.229 -0.4 -0.7 0.1 -0.04
N 0.618 5.028 0.637 0.1 -0.9 -0.2 0.10
C -1.030 6.772 0.482 0.0 -0.1 -0.1 -0.01
C 3.292 5.076 -2.692 0.0 -0.3 0.8 -0.06
C -2.785 -4.015 0.504 0.3 0.3 -0.1 -0.10
C 1.717 2.850 0.887 0.2 0.4 0.1 -0.07
C 1.919 4.377 0.843 -0.6 -0.1 -0.3 -0.20
H -2.168 -4.289 -3.402 0.0 0.0 0.0 0.12
H 1.896 -7.806 1.468 -0.4 -0.1 0.0 0.11
H -1.163 0.290 1.015 0.1 -0.2 -0.5 0.11
H -2.225 -1.776 2.253 -0.2 -0.6 -0.3 0.12
H -1.564 -8.492 1.041 0.0 0.1 0.0 0.11
H 1.587 -5.588 1.260 0.0 -0.1 0.0 0.11
H -3.210 -6.682 0.626 0.1 0.0 0.0 0.11
H -0.006 -3.785 0.858 -0.2 -0.1 0.0 0.12
H 1.519 4.458 -1.660 0.2 -0.2 0.0 0.11
H -0.027 4.498 0.057 0.2 -0.3 -0.2 0.11
H -1.810 6.228 1.008 -0.2 0.0 -0.1 0.08
H -1.112 6.591 -0.589 -0.2 0.0 -0.1 0.08
H -1.108 7.838 0.686 0.0 -0.1 0.0 0.07
H 2.652 5.294 -3.546 0.0 0.0 0.1 0.08
H 3.939 5.930 -2.485 0.0 -0.1 0.0 0.08
H 3.910 4.205 -2.915 0.1 0.1 -0.2 0.08
H -3.462 -4.301 -0.306 0.2 0.1 0.0 0.12
H -3.397 -3.948 1.409 0.1 0.2 -0.1 0.13
H 1.082 2.611 1.743 -0.1 0.0 0.1 0.11
H 2.687 2.381 1.060 -0.1 0.0 -0.1 0.12
H 2.343 4.704 1.792 0.1 0.2 -0.2 0.14
```
Positions in Å, forces in eV/Å.

The total energy comes out at -39303.08281 eV. For the molar mass, the calculation gives 405.39 g/mol. The net charge is -1. For the LUMO energy, the calculation gives 2.1 eV. The value obtained for the max |F| is 0.045 hartree/bohr.

---

Among the records above, which one has the lowest net charge?
C18H21N4O7

---

Which of these has the highest net charge?
C31H26F3N9O9PSW

---

What is the max |F| in the first record?
0.024 hartree/bohr